Below is an isolated molecule of C25H32N4O3, with properties calculated with ωB97M-V/def2-TZVPD.

Geometry as XYZ:
```
64
Properties=species:S:1:pos:R:3:mulliken_charge:R:1
C 4.232 2.186 0.844 -1.9009
C 3.595 0.985 0.217 0.3365
C 3.984 0.555 -1.046 -0.7847
C 3.374 -0.541 -1.622 -0.5048
C 2.385 -1.240 -0.945 0.5057
C 1.978 -0.828 0.324 0.1657
C 2.600 0.288 0.883 -0.3565
N 1.011 -1.529 1.081 0.2445
C 1.211 -1.589 2.527 -1.1715
C 0.515 -0.419 3.246 0.4125
O 1.139 0.513 3.718 -0.6684
N -0.819 -0.537 3.278 -0.0748
C -1.694 0.562 3.614 -1.0845
C -2.349 1.138 2.354 -0.6434
C -1.314 1.794 1.428 0.6150
N -1.774 1.840 0.060 0.9009
C -0.771 1.554 -0.949 2.1730
C 0.477 2.452 -0.941 -1.5946
C -1.426 1.544 -2.337 -1.0642
C -2.910 1.233 -2.203 -0.4618
C -3.598 2.388 -1.481 -1.1477
C -2.792 2.828 -0.237 0.2331
C -2.284 4.272 -0.396 -1.8071
C -0.138 -2.076 0.605 0.9327
O -0.968 -2.549 1.375 -0.8083
C -0.419 -2.108 -0.851 0.1787
C -1.757 -2.130 -1.239 -0.8264
C -2.087 -2.308 -2.570 -0.3146
C -1.053 -2.490 -3.474 -0.5334
N 0.221 -2.484 -3.124 -0.6679
C 0.538 -2.301 -1.856 0.7450
O 1.868 -2.356 -1.588 -0.4847
H 3.991 3.080 0.270 0.3377
H 3.882 2.322 1.863 0.3452
H 5.315 2.080 0.854 0.4817
H 4.762 1.079 -1.580 0.4359
H 3.661 -0.897 -2.599 0.5177
H 2.308 0.627 1.864 0.6723
H 2.281 -1.558 2.735 0.4836
H 0.789 -2.534 2.880 0.5138
H -1.233 -1.332 2.798 0.3619
H -1.086 1.322 4.111 0.4402
H -2.461 0.206 4.306 0.4150
H -2.841 0.331 1.805 0.2770
H -3.110 1.858 2.654 0.4396
H -0.409 1.183 1.443 -0.8341
H -1.044 2.783 1.829 0.0802
H -0.425 0.531 -0.729 -1.6503
H 1.202 2.060 -1.652 0.4187
H 0.940 2.463 0.042 0.2602
H 0.235 3.473 -1.221 0.3660
H -1.308 2.518 -2.816 0.4100
H -0.928 0.803 -2.966 0.4632
H -3.362 1.085 -3.185 0.4571
H -3.029 0.314 -1.628 0.0318
H -3.691 3.232 -2.167 0.4556
H -4.605 2.088 -1.191 0.3552
H -3.461 2.822 0.630 0.4091
H -3.129 4.958 -0.379 0.5167
H -1.616 4.534 0.421 0.3111
H -1.757 4.406 -1.336 0.3561
H -2.515 -2.021 -0.477 0.4464
H -3.115 -2.318 -2.893 0.4483
H -1.239 -2.648 -4.527 0.4340
```

The calculation puts the highest occupied orbital energy at -0.293 Ha. For the LUMO energy, the calculation gives 0.006 Ha. As for the total energy: -1416.64166 hartree. As for the structure (SMILES): Cc1ccc2c(c1)N(CC(=O)NCCCN1[C@H](C)CCC[C@@H]1C)C(=O)c1cccnc1O2. The net charge is 0. As for the energy relative to the best compared isomer or geometry (same formula, charge and spin): 158.1 kJ/mol.

=====

Below is a structure of composition C28H39IN4NaO2SbSe4, with properties calculated with ωB97M-V/def2-TZVPD.

Geometry as XYZ:
```
80
Properties=species:S:1:pos:R:3:mulliken_charge:R:1
Na 0.653 0.911 0.398 0.4881
C -0.524 -3.174 3.003 -1.2452
C -0.551 -3.367 1.507 0.3935
N -1.093 -4.520 1.062 -0.7665
C -1.077 -4.699 -0.265 -0.9748
C -0.573 -3.813 -1.190 1.0761
C -0.605 -4.186 -2.639 -0.9724
O 0.681 -4.494 -3.191 -0.5838
C -0.018 -2.566 -0.749 0.9542
C 0.482 -1.640 -1.696 -1.2313
N 1.050 -0.446 -1.509 0.3017
C 1.375 0.321 -2.605 0.1728
C 0.847 0.123 -3.905 -0.7194
C 1.121 0.972 -4.960 -0.7487
C 1.958 2.072 -4.778 -0.7989
C 2.524 2.275 -3.532 -0.3928
C 2.255 1.426 -2.461 0.3846
I 4.895 -0.505 -1.474 -0.6212
C -0.026 -2.399 0.670 0.6451
O 0.485 -1.247 1.202 0.8172
H -1.258 -3.838 3.459 0.3446
H -0.742 -2.141 3.280 0.2156
H 0.461 -3.424 3.408 0.3377
H -1.503 -5.640 -0.609 0.2889
H -1.084 -3.396 -3.232 0.1848
H -1.199 -5.092 -2.764 0.4243
H 1.303 -3.822 -2.891 0.4500
H 0.408 -1.995 -2.725 -0.0854
H 0.168 -0.699 -4.089 0.2855
H 0.672 0.779 -5.927 0.3458
H 2.169 2.752 -5.595 0.3571
H 3.188 3.114 -3.371 0.4498
C -1.582 3.221 -1.590 -2.4334
C -1.846 2.124 -0.579 1.0733
C -1.707 2.328 0.805 0.8813
C -1.216 3.640 1.379 -1.9694
C -2.071 1.299 1.695 1.7390
C -1.881 1.493 3.187 -2.5515
C -2.642 0.119 1.209 1.2463
C -3.228 -0.924 2.132 -2.1057
C -2.712 -0.111 -0.170 0.8399
C -3.303 -1.420 -0.646 -1.9873
C -2.276 0.872 -1.062 1.5836
C -2.288 0.609 -2.553 -2.5299
H -0.597 3.117 -2.052 0.2542
H -1.627 4.212 -1.146 0.4560
H -2.325 3.191 -2.389 0.4633
H -1.987 4.110 1.999 0.3411
H -0.912 4.344 0.612 0.3012
H -0.336 3.509 2.012 0.0442
H -2.797 1.866 3.657 0.3141
H -1.091 2.211 3.399 0.4669
H -1.611 0.556 3.673 0.4697
H -4.281 -1.087 1.882 0.3999
H -3.182 -0.632 3.177 0.3989
H -2.724 -1.884 2.013 0.2631
H -4.356 -1.484 -0.352 0.4305
H -2.784 -2.272 -0.198 0.2000
H -3.251 -1.535 -1.724 0.4181
H -3.282 0.778 -2.982 0.4088
H -1.995 -0.420 -2.761 0.1951
H -1.575 1.242 -3.074 0.5340
Se 2.107 4.542 3.425 -0.6853
Sb 3.289 4.901 1.299 0.2383
Se 3.214 1.753 -0.831 0.1663
Se 1.822 3.978 -0.573 -0.3907
Se 4.245 7.144 1.204 -0.6462
N 2.681 -1.703 2.908 -0.4970
C 3.483 -0.701 2.167 -0.1852
C 3.227 0.695 2.701 -0.8308
N 1.824 1.118 2.604 0.2463
H 2.889 -2.627 2.541 0.2481
H 1.058 -1.437 1.986 -0.5430
H 2.932 -1.703 3.890 0.2020
H 3.201 -0.749 1.116 -0.0601
H 4.554 -0.908 2.227 0.4162
H 3.821 1.392 2.109 0.2546
H 3.613 0.756 3.730 0.3781
H 1.792 2.130 2.765 -0.3000
H 1.272 0.702 3.347 0.0662
```

The calculation puts the highest occupied orbital energy (alpha / beta) at -0.070 / -0.032 Ha. For the LUMO energy (alpha / beta), the calculation gives 0.125 / 0.123 Ha. As for the total energy: -11766.05496 hartree. The net charge is -2. As for the energy relative to the best compared isomer or geometry (same formula, charge and spin): 0.0 kJ/mol.

=====

Below is a structure of composition C15H30BrN4O9S4, with properties calculated with ωB97M-V/def2-TZVPD.

Geometry as XYZ:
```
63
Properties=species:S:1:pos:R:3:mulliken_charge:R:1
N -0.792 -6.418 -3.688 -0.7773
C -1.912 -6.355 -3.078 0.4911
N -3.093 -5.889 -3.647 -0.3466
N -1.959 -6.805 -1.727 -0.3349
C -2.851 -6.128 -0.770 -0.4388
C -2.028 -5.406 0.300 -0.9484
C -1.370 -4.138 -0.249 -0.4965
C -2.237 -2.879 -0.002 -0.9328
S -2.678 -2.123 -1.547 0.9187
O -1.443 -1.899 -2.265 -0.6791
O -3.633 -3.034 -2.143 -0.6485
N -3.346 -0.783 -0.990 -0.2955
S -3.965 0.261 -1.986 1.0446
O -5.289 0.656 -1.566 -0.6781
O -3.795 -0.018 -3.395 -0.6271
C -2.895 1.701 -1.690 -0.0071
C -2.665 2.459 -2.954 0.3975
O -1.610 2.636 -3.456 -0.5103
Br -4.228 3.317 -3.753 -0.1980
H -0.901 -6.062 -4.637 0.2160
H -3.930 -6.077 -3.119 0.2025
H -3.191 -6.113 -4.623 0.2446
H -2.175 -7.792 -1.732 0.2792
H -3.513 -5.395 -1.237 0.1530
H -3.480 -6.871 -0.272 0.4075
H -1.261 -6.119 0.618 0.3922
H -2.637 -5.198 1.184 0.4418
H -0.368 -3.980 0.150 0.4153
H -1.228 -4.272 -1.323 0.2807
H -3.163 -3.183 0.482 0.3635
H -1.725 -2.157 0.629 0.4781
H -3.349 2.351 -0.945 0.4728
H -1.920 1.331 -1.386 -0.1981
C 2.841 1.394 -1.484 -0.6051
C 2.688 2.893 -1.776 -0.6329
C 1.314 3.323 -1.248 -0.3855
S 0.935 2.210 0.112 0.9294
O -0.207 1.418 -0.255 -0.5637
O 0.968 2.930 1.364 -0.7220
C 2.405 1.203 -0.035 -0.6941
H 3.864 1.054 -1.637 0.3612
H 2.191 0.818 -2.146 0.3105
H 3.473 3.448 -1.258 0.2983
H 2.778 3.108 -2.839 0.3571
H 1.307 4.343 -0.872 0.3810
H 0.530 3.195 -1.995 0.0877
H 2.155 0.175 0.219 0.4246
H 3.143 1.598 0.664 0.3041
C 2.581 3.969 5.073 -0.6205
C 3.788 4.529 5.839 -0.6303
C 4.961 4.594 4.852 -0.6578
S 4.229 4.808 3.219 1.1418
O 4.528 3.639 2.429 -0.6210
O 4.537 6.125 2.721 -0.6980
C 2.526 4.733 3.756 -0.1795
H 1.655 4.083 5.634 0.3786
H 2.726 2.905 4.877 0.3004
H 3.556 5.532 6.203 0.2948
H 4.040 3.917 6.704 0.3316
H 5.627 5.431 5.043 0.3352
H 5.530 3.666 4.833 0.3603
H 1.929 4.241 2.992 0.0104
H 2.184 5.757 3.903 0.3213
```

The calculation puts the highest occupied orbital energy at -0.210 Ha. For the LUMO energy, the calculation gives 0.069 Ha. As for the total energy: -5652.54762 hartree. The net charge is -1.

=====

Below is an isolated molecule of C4H6O2, with properties calculated with ωB97M-V/def2-TZVPD.

Geometry as XYZ:
```
12
Properties=species:S:1:pos:R:3:mulliken_charge:R:1
O 2.130 -0.667 1.322 -0.4400
C 1.039 -0.021 1.176 0.0695
C 0.285 -0.646 0.159 -0.5740
C 0.088 0.096 -1.173 -0.6429
C -1.061 -0.183 -0.266 0.0726
O -1.599 0.890 0.457 -0.5034
H 1.612 -1.379 0.507 0.5055
H 0.830 0.830 1.829 0.4131
H 0.225 -0.484 -2.082 0.2212
H 0.396 1.137 -1.242 0.2593
H -1.781 -0.953 -0.549 0.3106
H -2.159 1.399 -0.144 0.3087
```

The calculation puts the highest occupied orbital energy at -0.314 Ha. For the LUMO energy, the calculation gives 0.016 Ha. As for the total energy: -306.33086 hartree. As for the structure (SMILES): O/C=C1\C[C@@H]1O. The net charge is 0. As for the energy relative to the best compared isomer or geometry (same formula, charge and spin): 460.6 kJ/mol.